Molecular formula: C23H37CaF5N5O3SSeSi2Te
Method: DFT, ωB97M-V with the def2-TZVPD basis set

HOMO-LUMO gap = 0.27130 hartree
Energy = -169293.5554 eV
Energy above the lowest of the compared OMol25 structures with the same formula, charge and spin = 72.94 kcal/mol
Total charge = +1

Element x y z (Å)
Te -0.8704 -1.1692 -0.2639
Se 3.5183 1.5166 1.4125
Ca 1.7962 0.3394 -0.2895
S -0.7442 1.6117 1.9774
Si -0.0476 -2.8741 2.6516
Si -2.9145 -2.4032 -2.2246
F 1.9367 3.0593 -0.8129
F 5.9943 3.2770 1.6060
F 2.5422 5.3546 -2.0134
F 4.8748 6.6585 -1.4441
F 6.5888 5.5907 0.3747
O 0.9989 -1.7014 0.0420
O 0.1730 0.7490 1.1194
O 0.7535 -0.5985 -1.8935
N 1.4802 -1.6412 -1.3839
N 5.3322 -0.3978 -0.9806
N 4.9914 -1.7448 -0.8980
N 3.4009 -3.3984 -0.6521
N 2.8046 -1.2230 -1.3107
C 3.4041 4.8523 -1.1262
C -3.3194 2.3456 1.3855
C -2.0421 2.1700 0.8742
C -4.0327 3.2379 -0.7442
C 3.1182 3.6626 -0.4858
C 0.2700 -4.5065 1.7609
C -4.0736 -1.6152 -0.9393
C 1.5432 -1.9064 2.9750
C 4.5808 5.5161 -0.8379
C -1.7562 2.4709 -0.4501
C 3.9487 3.0785 0.4592
C -2.3002 -1.1176 -3.4596
C -1.3503 -2.9578 -1.2675
C 5.1336 3.7750 0.7193
C -3.7333 -3.8944 -3.0152
C 0.1269 3.1826 2.1470
C -4.3076 2.8797 0.5743
C -5.0817 3.8952 -1.5924
C 5.4510 4.9642 0.0921
C -2.7535 3.0010 -1.2491
C -0.8414 -3.1950 4.3317
C 3.6894 -2.1114 -0.9612
C -1.3875 -1.9195 1.6600
H -4.5572 -3.5893 -3.6637
H -3.5613 -0.8525 -0.3473
H 1.0750 2.9805 2.6463
H -4.4616 -2.3696 -0.2516
H 6.0847 -0.2741 -1.6441
H -0.8976 -2.2794 4.9244
H 5.5934 -0.0206 -0.0769
H -2.5306 3.2477 -2.2799
H 0.2929 3.6118 1.1618
H 1.3871 -0.8293 2.8771
H -1.7192 -0.3425 -2.9586
H -4.9294 -1.1289 -1.4085
H -0.7660 2.3101 -0.8586
H 0.6417 -4.3512 0.7472
H -0.4908 3.8416 2.7574
H -5.3066 3.0263 0.9653
H -4.8275 3.8380 -2.6490
H -0.6416 -5.1060 1.7025
H 4.1442 -4.0759 -0.6343
H 1.8843 -2.0944 3.9945
H 1.0120 -5.0961 2.3033
H 2.3441 -2.1918 2.2921
H -1.8501 -3.6050 4.2519
H -0.5416 -3.2044 -1.9533
H -1.7434 -1.0681 2.2455
H -4.1399 -4.5643 -2.2555
H 2.4951 -3.7416 -0.9260
H -1.6413 -1.5914 -4.1899
H 5.6415 -2.3982 -0.4908
H -5.1624 4.9499 -1.3213
H -2.2404 -2.5815 1.4948
H -0.2398 -3.9115 4.8961
H -3.5319 2.0661 2.4112
H -3.0235 -4.4597 -3.6209
H -1.5158 -3.7663 -0.5591
H -6.0620 3.4451 -1.4396
H -3.1102 -0.6366 -4.0093

***

Molecular formula: C39H46B2NO7
Method: DFT, ωB97M-V with the def2-TZVPD basis set

HOMO-LUMO gap = 0.24839 hartree
Energy = -58367.9539 eV
Total charge = -1

Element x y z (Å)
O 1.7378 -4.2368 -0.9451
O -0.7503 -4.0668 0.7499
O -2.4560 -2.2961 -0.8827
O 2.5740 -1.5056 -1.2502
O -1.6035 -0.8939 0.8452
O -0.4465 -4.2902 -1.5456
O 4.4942 -0.7184 -0.5220
N 2.9193 -3.7878 1.1363
C 1.3668 -1.1375 -1.9363
C 4.1018 5.9783 7.3931
C -0.0615 0.4457 -7.4920
C 6.4686 3.6249 1.6399
C -0.9261 0.0140 -4.8929
C 4.7757 3.6180 3.3462
C 4.9088 4.9930 3.4841
C 3.1445 6.9235 9.3852
C 5.8181 5.6853 2.6962
C 1.7700 5.6504 7.8781
C -2.9810 -6.3549 -5.8462
C 1.7201 0.5095 0.9483
C -3.9755 -5.3726 -3.8895
C 4.2409 6.7180 8.5593
C 2.6737 0.7641 -0.2300
C 2.8675 5.4414 7.0545
C 3.3171 -0.5276 -0.6909
C -0.1511 -2.9127 0.1913
C -3.0059 -1.1949 -1.5913
C 0.5181 -3.3971 -1.1033
C 1.9084 6.3928 9.0426
C -7.3922 -0.7139 2.2904
C -1.6220 -5.1141 -4.2921
C 0.6137 -2.4268 -2.2706
C -2.7381 -4.8750 -3.5009
C -7.7686 0.5888 1.9923
C -6.0954 -1.1382 2.0336
C 0.1411 1.4198 -6.5237
C -0.2890 1.2024 -5.2218
C -5.1748 -0.2612 1.4765
C -1.7440 -5.8512 -5.4636
C -6.8463 1.4680 1.4413
C 2.3639 -4.0921 0.1679
C -4.0982 -6.1134 -5.0586
C -1.1354 -0.9584 -5.8611
C -0.7003 -0.7421 -7.1612
C 5.5567 2.9335 2.4253
C -5.5504 1.0423 1.1822
C 6.5967 5.0009 1.7729
B -1.4466 -2.0155 0.0018
B -0.9523 -5.0855 -0.3629
H -0.6618 -4.7242 -3.9848
H 0.2799 0.6121 -8.5060
H -1.2606 -0.1581 -3.8777
H 1.2632 1.4536 1.2429
H 0.9154 -0.1761 0.6959
H -0.1267 1.9586 -4.4637
H 2.7601 4.8593 6.1478
H -7.1380 2.4857 1.2132
H 2.1888 1.2851 -1.0554
H 3.4914 1.3694 0.1498
H 2.2627 0.0721 1.7838
H 0.4891 -2.3825 0.9051
H -3.0740 -6.9351 -6.7567
H 0.7025 -0.5230 -1.3265
H 5.4539 1.8610 2.3174
H 4.9567 5.8185 6.7478
H -4.0686 -1.1018 -1.3679
H -1.6096 -1.2169 1.7549
H -4.8475 -5.1832 -3.2755
H 0.6359 2.3473 -6.7832
H -2.9209 -1.4182 -2.6591
H -4.1641 -0.5926 1.2696
H 4.0628 3.0778 3.9565
H 5.9193 6.7582 2.8016
H -1.6345 -1.8844 -5.6012
H 7.3040 5.5405 1.1559
H -8.7810 0.9187 2.1893
H -0.8591 -1.5011 -7.9166
H -2.6349 -4.3061 -2.5852
H 1.0549 -2.9227 -3.1350
H 4.3018 5.5267 4.2055
H 1.6393 -0.5985 -2.8465
H -5.8006 -2.1536 2.2657
H -0.3997 -2.1554 -2.5560
H -4.8305 1.7259 0.7500
H 5.2043 7.1346 8.8244
H -2.1567 -5.2945 -0.4170
H -5.0646 -6.5035 -5.3557
H -0.8715 -6.0359 -6.0791
H 7.0780 3.0896 0.9235
H 3.2533 7.4976 10.2966
H 0.8071 5.2337 7.6124
H -2.4789 -0.2558 -1.4137
H -0.2682 -6.0952 -0.2537
H -8.1104 -1.3992 2.7228
H 1.0521 6.5573 9.6841

***

Molecular formula: C33H28F2N4O7PS2Y
Method: DFT, ωB97M-V with the def2-TZVPD basis set

HOMO-LUMO gap = 0.22399 hartree
Energy = -92410.6468 eV
Energy above the lowest of the compared OMol25 structures with the same formula, charge and spin = 0.00 kcal/mol
Total charge = -2

Element x y z (Å)
Y 0.0154 0.5266 0.2740
S 2.8794 -2.3410 1.3609
S 4.0965 0.4608 2.6651
P -0.8980 2.4210 -2.5931
F -1.2924 -1.9232 2.0221
F -0.2005 -0.3841 3.2282
O -4.8453 4.2821 2.3115
O -1.9644 4.9001 2.6551
O -0.4938 2.6295 1.3042
O -2.2507 1.2021 -0.2230
O 4.3172 -2.1830 1.4145
O -5.0168 2.3629 0.0485
O 2.2860 -3.2691 0.4374
N -0.6769 -1.0901 -1.7240
N 1.3874 -3.9801 6.8885
N 1.9188 1.2774 1.5998
N 2.1750 -0.9416 1.1235
C -1.3534 -2.4343 -4.0614
C -1.1080 -0.4859 2.1437
C -0.5783 4.1052 -1.9285
C 2.4427 2.3472 2.2732
C -2.4371 3.9775 2.0152
C -3.5001 -3.1326 -3.0157
C 3.5796 1.4440 -2.6645
C 1.1433 -3.2387 3.2714
C 3.0612 -3.2508 5.2795
C 0.0233 2.5846 -4.1731
C 1.7492 -3.6020 5.5759
C 3.6103 2.1027 2.9054
C -4.3409 -3.0899 -1.9428
C -2.6515 2.1480 0.5275
C 2.4553 -2.8733 2.9832
C -0.1880 -1.7564 -3.9638
C -2.7731 -1.7164 -0.7176
C -3.9685 -2.3676 -0.7826
C -1.8797 -1.7563 -1.8168
C 3.4118 -2.8773 3.9881
C -4.0133 2.6727 0.6680
C 3.4665 0.4933 -3.6765
C 2.3763 -0.3667 -3.6729
C 0.1515 -1.0790 -2.7551
C -2.6151 2.6427 -3.1937
C -1.7455 2.8908 1.3099
C -2.2538 -2.4607 -2.9708
C 2.6420 0.1815 1.7230
C 2.6378 1.4706 -1.6402
C -3.9201 3.7346 1.7573
C 0.7977 -3.6033 4.5578
C 1.5315 0.6098 -1.5920
C 1.4080 -0.2737 -2.6685
H 1.9550 -3.5359 7.5943
H -2.5036 -1.1526 0.1587
H 2.3115 -1.1161 -4.4544
H 0.4815 -1.7032 -4.8090
H 1.0966 2.5461 -3.9687
H 0.4106 -3.8193 7.0834
H 4.4279 -2.5882 3.7511
H 4.2174 0.4172 -4.4542
H -0.2251 3.5188 -4.6901
H -2.0650 -0.1948 2.5890
H -2.6943 3.5310 -3.8304
H -3.3062 2.7229 -2.3514
H 1.8878 3.2747 2.2635
H 0.4888 4.2016 -1.7149
H -1.6162 -2.9479 -4.9807
H 0.3887 -3.2032 2.5004
H -2.9154 1.7606 -3.7661
H -0.8710 4.8743 -2.6526
H 3.8091 -3.2532 6.0665
H 2.7864 2.1900 -0.8360
H -5.2960 -3.5996 -1.9778
H 4.1986 2.7844 3.4988
H 4.4144 2.1389 -2.6605
H -0.2332 -3.8590 4.7822
H -1.1189 4.2673 -0.9929
H -3.7690 -3.6726 -3.9177
H -0.2153 1.7407 -4.8280
H -4.6437 -2.3136 0.0622

***

| no. | highest occupied orbital energy (eV) |
| --- | --- |
| 1 | -9.676 |
| 2 | -4.677 |
| 3 | -1.950 |